Here is a 12-piece molecular cluster, C5H35N2O12 overall from OMol25. Energies are from ωB97M-V/def2-TZVPD.

Calculated values
HOMO, eV: -13.1
LUMO energy, eV: -2.28
Energy relative to the best compared isomer or geometry (same formula, charge and spin), eV: 1.980
Frontier orbital gap, Eh: 0.3983
Net charge: +1

Each line ends with the Löwdin charge.
Geometry (Å):
O: 0.273 -1.794 1.220  0.08
C: 1.010 -0.890 0.884  -0.45
N: 2.096 -0.464 1.591  0.05
C: 3.417 -0.196 0.989  -0.06
C: 0.827 -0.315 -0.535  -0.23
N: 0.790 1.184 -0.442  0.05
C: 0.453 1.962 -1.665  0.00
C: -0.386 -0.877 -1.263  -0.02
H: 2.320 -0.920 2.458  0.14
H: 3.955 0.608 1.493  0.09
H: 3.449 -0.006 -0.079  0.04
H: 4.013 -1.104 1.148  0.09
H: 1.698 -0.663 -1.112  0.13
H: 1.680 1.537 -0.114  0.12
H: -0.027 1.408 0.208  0.11
H: 1.272 2.620 -1.943  0.08
H: -0.379 2.610 -1.418  0.09
H: 0.261 1.384 -2.562  0.10
H: -0.582 -0.510 -2.263  0.09
H: -0.222 -1.949 -1.348  0.10
H: -1.242 -0.621 -0.650  0.07
H: 4.700 1.070 -1.901  0.05
H: 3.430 0.197 -2.214  -0.01
O: 3.829 1.069 -2.317  -0.05
H: 1.948 4.599 0.204  0.05
H: 3.277 3.855 -0.239  0.06
O: 2.317 3.822 -0.214  -0.03
H: -2.879 4.570 -0.174  0.09
H: -1.792 5.130 0.723  0.07
O: -1.912 4.535 -0.027  -0.04
H: -3.334 -0.786 -1.532  -0.02
H: -4.188 0.418 -1.399  0.02
O: -3.415 0.129 -1.865  -0.06
H: 2.302 -2.785 0.557  0.01
H: 2.775 -4.238 0.720  0.05
O: 3.052 -3.375 0.470  -0.02
H: -4.023 0.630 2.670  0.04
H: -3.918 2.080 3.138  0.05
O: -3.813 1.527 2.359  -0.05
H: -1.827 -2.212 3.045  0.03
H: -1.361 -3.134 1.922  0.03
O: -2.146 -2.752 2.332  -0.04
H: 3.985 -2.861 -1.277  0.03
H: 4.303 -2.223 -2.679  0.05
O: 3.809 -2.109 -1.862  -0.06
H: -3.619 -1.509 1.388  0.03
H: -5.004 -1.766 1.220  0.06
O: -4.335 -1.261 0.767  -0.05
H: -3.573 -2.526 -0.370  0.01
H: -3.644 -3.038 -1.829  0.07
O: -3.014 -2.751 -1.146  -0.07
H: -1.592 2.905 0.610  0.02
H: -2.105 1.487 1.030  0.05
O: -1.312 2.063 1.044  -0.06

Forces on atoms 1 to 6 (eV/Å):
O -0.1 0.0 0.8
C 0.4 -0.6 -1.0
N 0.7 0.5 -0.5
C 0.7 -0.3 0.1
C 0.6 0.1 -1.0
N -0.7 -0.5 -0.5